Computed, not measured: a structure of composition C8H7N2O5Os in a non-equilibrium geometry, with ωB97M-V/def2-TZVPD.

The expectation value of S² is 6.04. For the lowest unoccupied orbital energy (alpha / beta), the calculation gives -11.72 / -16.56 eV. As for the gap between HOMO and LUMO (alpha / beta): 6.976 / 6.766 eV. The energy relative to the best compared isomer or geometry (same formula, charge and spin) comes out at 0.00 kcal per mole. Its charge is +3. The value obtained for the energy is -884.0256 Eh. The calculation puts the maximum force at 0.16125 hartree/bohr. Its spin multiplicity is 5.

```
23
C8H7N2O5Os ωB97M-V/def2-TZVPD
C 2.285 1.260 -0.883
Os 0.900 0.280 -1.905
O -0.853 -2.109 -2.900
H 3.366 -0.846 -1.696
H -1.025 -2.127 3.018
O 3.136 1.812 -0.326
O 1.628 1.337 -4.682
C -0.906 -1.071 3.299
N 0.332 -0.451 0.175
C -0.541 1.572 -1.613
C 1.346 0.942 -3.624
H -2.701 0.655 3.247
N -1.143 -0.189 2.149
C 2.428 -1.191 -2.249
H -2.997 0.620 1.485
H 0.103 -0.923 3.709
C -0.240 -1.214 -2.501
H -1.655 -0.803 4.052
H -1.863 1.814 2.173
O -1.409 2.308 -1.377
O 2.464 -2.211 -2.888
C -0.411 -0.255 1.073
C -2.242 0.789 2.262
```